DFT (ωB97M-V with the def2-TZVPD basis set) results for a structure of composition C37H67GeI2N8O4PRb in a non-equilibrium geometry.

Summary:
ΔE to the lowest compared entry with this formula, charge and spin, kJ/mol: 254.54
E_HOMO (alpha / beta), eV: -10.354 / -10.354
Orbital gap (alpha / beta), eV: 5.6 / 3.9
2S+1: 2
Lowest unoccupied orbital energy (alpha / beta), Ha: -0.1750 / -0.2361
Net charge: +2
F_max, hartree/bohr: 0.01979

Each line ends with the Mulliken spin population.
Cartesian coordinates (Å):
Rb: 0.795 -0.430 0.779  0.00
C: -3.766 -1.033 3.072  0.00
C: -2.445 -1.762 2.800  0.00
C: -2.626 -2.753 1.646  0.00
C: -2.055 -2.560 4.052  0.00
O: -1.444 -0.837 2.407  0.00
Ge: -0.589 0.286 3.779  0.00
O: 1.217 0.201 3.160  0.00
C: 2.239 -0.508 3.840  0.00
C: 3.512 -0.379 2.989  0.01
C: 1.867 -1.983 4.018  0.00
C: 2.505 0.108 5.218  0.00
O: -0.936 1.917 2.851  0.00
C: -0.685 3.140 3.528  0.00
C: -1.222 3.129 4.966  0.00
C: -1.425 4.259 2.784  0.00
C: 0.823 3.433 3.541  0.00
H: -4.538 -1.734 3.393  0.00
H: -3.612 -0.287 3.854  0.00
H: -4.114 -0.519 2.172  0.00
H: -3.399 -3.483 1.891  0.00
H: -2.913 -2.236 0.727  0.00
H: -1.690 -3.285 1.465  0.00
H: -2.786 -3.348 4.240  0.00
H: -1.076 -3.021 3.913  0.00
H: -2.014 -1.909 4.924  0.00
H: 3.391 -0.879 2.024  -0.01
H: 3.733 0.678 2.826  0.00
H: 4.354 -0.835 3.512  0.00
H: 1.568 -2.429 3.065  0.00
H: 2.714 -2.547 4.412  0.00
H: 1.035 -2.069 4.720  0.00
H: 2.789 1.156 5.114  0.00
H: 1.604 0.050 5.831  0.00
H: 3.307 -0.423 5.732  0.00
H: -2.270 2.822 4.966  0.00
H: -0.661 2.433 5.590  0.00
H: -1.149 4.124 5.409  0.00
H: -2.494 4.039 2.776  0.00
H: -1.270 5.213 3.288  0.00
H: -1.081 4.348 1.750  0.00
H: 1.314 2.830 4.305  0.00
H: 1.253 3.155 2.574  0.00
H: 1.024 4.488 3.742  0.00
I: 6.528 -4.917 -3.935  0.06
C: 5.249 -3.851 -2.675  0.28
C: 5.034 -4.306 -1.370  -0.08
C: 4.178 -3.615 -0.555  0.17
I: 3.791 -4.261 1.391  0.03
C: 3.495 -2.416 -0.994  0.12
O: 2.700 -1.784 -0.268  0.31
C: 3.771 -1.981 -2.348  0.13
C: 3.113 -0.696 -2.785  -0.01
N: 1.649 -0.714 -2.881  0.01
C: 1.164 -1.771 -3.755  0.00
C: -0.330 -1.720 -3.931  0.00
C: -0.909 -2.345 -5.036  0.00
C: -2.283 -2.338 -5.170  0.00
C: -3.043 -1.713 -4.187  0.00
C: -2.380 -1.136 -3.120  0.00
N: -1.053 -1.125 -2.987  0.00
C: 4.618 -2.688 -3.151  -0.06
H: 5.541 -5.190 -1.008  0.00
H: 3.512 -0.388 -3.754  0.00
H: 3.377 0.049 -2.033  0.03
H: 1.264 -0.874 -1.958  -0.01
H: 1.415 -2.776 -3.383  0.00
H: 1.648 -1.664 -4.730  0.00
H: -0.281 -2.835 -5.769  0.00
H: -2.758 -2.816 -6.016  0.00
H: -4.122 -1.691 -4.254  0.00
H: -2.928 -0.666 -2.308  0.00
H: 4.813 -2.342 -4.159  0.00
N: -6.479 2.000 -2.365  0.00
C: -5.059 1.849 -1.848  0.00
C: -5.108 1.682 -0.339  0.00
C: -3.689 1.561 0.227  0.00
N: -3.073 0.316 -0.234  0.00
C: -2.841 2.758 -0.213  0.00
C: -2.800 2.970 -1.735  0.00
N: -1.969 1.970 -2.405  0.00
C: -4.249 3.061 -2.269  0.00
H: -7.072 1.239 -2.031  0.00
H: -6.509 2.010 -3.384  0.00
H: -6.878 2.877 -2.025  0.00
H: -4.651 0.950 -2.313  0.00
H: -5.680 0.786 -0.074  0.00
H: -5.591 2.549 0.122  0.00
H: -3.766 1.589 1.319  0.00
H: -3.699 -0.470 -0.090  0.00
H: -2.280 0.107 0.373  0.00
H: -1.837 2.617 0.194  0.00
H: -3.248 3.658 0.251  0.00
H: -2.353 3.951 -1.933  0.00
H: -2.115 1.960 -3.410  0.00
H: -2.176 1.040 -2.046  0.00
H: -4.231 3.150 -3.360  0.00
H: -4.703 3.972 -1.862  0.00
C: 3.742 4.982 -1.731  0.00
N: 2.744 4.052 -2.437  0.00
C: 1.348 4.664 -2.287  0.00
N: 1.041 4.895 -0.922  0.00
C: 2.034 5.764 -0.301  0.00
N: 3.370 5.183 -0.381  0.00
C: 3.528 3.993 0.457  0.00
P: 2.372 2.599 -0.022  0.00
C: 2.797 2.676 -1.856  0.00
C: 0.841 3.651 -0.175  0.00
H: 3.724 5.927 -2.276  0.00
H: 4.728 4.525 -1.811  0.00
H: 2.983 4.000 -3.427  0.00
H: 0.637 3.961 -2.723  0.00
H: 1.354 5.598 -2.852  0.00
H: 1.770 5.925 0.743  0.00
H: 2.040 6.728 -0.813  0.00
H: 3.337 4.265 1.496  0.00
H: 4.561 3.646 0.394  0.00
H: 2.101 2.032 -2.400  0.00
H: 3.808 2.293 -1.999  0.00
H: 0.499 3.893 0.831  0.00
H: 0.072 3.057 -0.672  0.00



DFT (ωB97M-V with the def2-TZVPD basis set) results for a cluster of 2 separate species, C32H46Cl2FN4O7 in total in a non-equilibrium geometry.

Summary:
E_HOMO, eV: -1.430
Orbital gap, eV: 1.8
Lowest unoccupied orbital energy, Ha: 0.0137
Net charge: -1
F_max, hartree/bohr: 0.13504

Each line ends with the Mulliken charge.
Cartesian coordinates (Å):
C: 2.180 3.969 -0.462  -0.28
O: 3.237 3.033 -0.887  -0.46
C: 2.803 1.762 -0.291  0.49
C: 3.669 1.564 1.045  -0.81
C: 2.905 0.782 2.222  -0.40
N: 1.427 1.047 2.254  0.86
C: 1.022 2.276 3.038  -0.91
C: 0.640 1.920 4.578  -0.60
C: 1.718 2.496 5.643  -0.60
C: 2.597 1.312 6.314  0.49
O: 3.819 1.193 6.001  -0.57
O: 2.070 0.394 7.259  -0.48
C: 0.514 0.264 1.633  -0.81
N: -0.874 0.715 1.733  -0.04
C: -1.854 -0.124 0.976  -1.19
C: -1.147 -0.861 -0.256  0.64
C: -2.149 -1.566 -1.294  -0.21
C: -2.206 -0.885 -2.747  -0.01
C: -2.459 0.709 -2.722  -0.99
F: -1.085 -1.191 -3.596  -0.38
C: -0.020 -1.811 0.374  -0.84
C: -0.519 -2.702 1.629  -0.67
C: -1.888 -3.504 1.388  -0.47
C: -1.738 -4.830 0.473  0.12
C: -3.212 -5.531 0.492  -1.05
N: -4.201 -4.685 -0.275  0.36
C: -4.237 -4.447 -1.718  -0.47
C: -5.406 -3.515 -2.116  -0.44
C: -6.175 -3.134 -0.798  -0.57
C: -5.327 -3.938 0.239  -0.22
C: 0.750 -2.713 -0.756  -0.18
Cl: 1.546 -1.461 -1.890  -0.10
C: 1.962 -3.592 -0.151  0.37
C: 3.388 -3.370 -0.864  -1.21
Cl: 1.512 -5.388 -0.318  -0.20
N: 1.050 -0.893 0.922  0.38
H: 1.193 3.805 -1.046  0.15
H: 1.935 3.854 0.672  -0.07
H: 2.462 5.063 -0.625  0.35
H: 1.679 1.875 -0.126  -0.16
H: 2.975 0.931 -1.079  0.10
H: 4.098 2.574 1.358  0.29
H: 4.579 0.909 0.756  0.27
H: 3.314 1.214 3.218  0.16
H: 3.189 -0.322 2.228  0.41
H: 0.233 2.904 2.505  0.43
H: 1.962 2.948 3.106  0.60
H: -0.439 2.242 4.838  0.42
H: 0.715 0.771 4.650  0.17
H: 1.216 3.130 6.472  0.37
H: 2.498 3.196 5.160  0.31
H: 2.841 -0.118 7.622  0.36
H: -0.905 1.645 1.258  0.47
H: -2.622 0.610 0.512  0.44
H: -2.481 -0.819 1.648  0.11
H: -0.597 -0.030 -0.851  0.44
H: -3.215 -1.445 -0.850  0.35
H: -1.999 -2.688 -1.434  -0.62
H: -3.136 -1.339 -3.269  0.32
H: -3.043 1.071 -1.811  0.17
H: -2.939 1.014 -3.722  0.37
H: -1.407 1.193 -2.683  0.32
H: 0.261 -3.475 1.983  0.39
H: -0.699 -2.020 2.551  0.40
H: -2.219 -3.898 2.429  0.47
H: -2.766 -2.847 1.031  -0.22
H: -0.995 -5.590 0.900  0.28
H: -1.525 -4.612 -0.627  -0.03
H: -3.614 -5.641 1.559  0.35
H: -3.199 -6.541 -0.043  0.35
H: -3.536 -4.846 -2.526  0.31
H: -5.745 -3.136 -3.134  0.38
H: -7.095 -2.487 -0.647  0.35
H: -5.663 -3.857 1.325  0.31
H: 0.042 -3.347 -1.380  0.75
H: 2.147 -3.406 0.977  0.19
H: 4.096 -4.161 -0.395  0.41
H: 3.860 -2.354 -0.578  0.24
H: 3.393 -3.573 -1.985  0.33
H: 1.508 -1.471 1.663  0.56
C: 0.284 4.847 -4.919  -0.77
C: 0.544 5.294 -3.662  0.61
C: 1.611 6.391 -3.607  0.65
O: 1.940 6.980 -2.570  -0.78
C: 2.291 6.763 -4.856  -0.78
C: 2.042 6.306 -6.117  0.37
C: 0.900 5.286 -6.185  0.50
O: 0.467 4.805 -7.232  -0.73
O: 2.626 6.624 -7.189  -0.81
O: 0.013 4.917 -2.574  -0.88
H: -0.467 4.075 -5.056  0.33
H: 3.079 7.495 -4.711  0.34



DFT (ωB97M-V with the def2-TZVPD basis set) results for a cluster of 2 separate species, C3H6N2O in total in a non-equilibrium geometry.

Summary:
Structure (SMILES): N#CC=O.CN
ΔE to the lowest compared entry with this formula, charge and spin, kJ/mol: 272.17
E_HOMO, eV: -8.701
Orbital gap, eV: 8.1
Lowest unoccupied orbital energy, Ha: -0.0232
F_max, hartree/bohr: 0.02422

Each line ends with the natural charge from an NBO analysis.
Cartesian coordinates (Å):
N: 2.201 0.964 0.114  -0.30
C: 1.380 0.399 0.711  0.17
C: 0.636 -0.150 1.863  0.35
O: -0.326 -0.868 1.834  -0.45
H: 1.110 0.190 2.797  0.16
C: -1.239 0.199 -1.033  -0.41
N: 0.022 -0.480 -1.109  -0.87
H: -1.118 1.226 -0.657  0.18
H: -1.895 -0.326 -0.332  0.21
H: -1.744 0.256 -2.005  0.18
H: 0.129 -1.416 -0.771  0.39
H: 0.845 0.008 -1.414  0.39



DFT (ωB97M-V with the def2-TZVPD basis set) results for a cluster of 2 separate species, C18H18O2 in total in a non-equilibrium geometry.

Summary:
ΔE to the lowest compared entry with this formula, charge and spin, kJ/mol: 318.73
E_HOMO, eV: -5.594
Orbital gap, eV: 3.1
Lowest unoccupied orbital energy, Ha: -0.0931
F_max, hartree/bohr: 0.03539

Each line ends with the natural charge from an NBO analysis.
Cartesian coordinates (Å):
C: 2.495 0.393 -2.007  -0.52
C: 2.675 -0.187 -3.469  -0.47
C: 2.055 -1.548 -3.372  0.05
C: 1.573 -1.797 -2.097  -0.31
C: 1.808 -0.693 -1.240  0.34
C: 1.746 -0.778 0.188  -0.08
C: 1.074 -1.869 0.803  -0.12
C: 1.045 -2.014 2.184  -0.22
C: 1.733 -1.116 3.006  -0.13
C: 2.446 -0.062 2.421  -0.23
C: 2.456 0.115 1.040  -0.11
H: 3.478 0.618 -1.565  0.24
H: 1.907 1.320 -2.038  0.35
H: 2.222 0.461 -4.233  0.26
H: 3.750 -0.245 -3.682  0.24
H: 2.008 -2.235 -4.214  0.23
H: 1.111 -2.725 -1.756  0.24
H: 0.581 -2.611 0.173  0.21
H: 0.509 -2.857 2.615  0.23
H: 1.717 -1.241 4.089  0.23
H: 3.021 0.617 3.050  0.23
H: 3.027 0.929 0.586  0.23
C: -3.990 -0.813 2.158  -0.25
O: -2.866 -0.612 1.295  -0.52
C: -2.684 0.587 0.664  0.32
C: -3.487 1.744 0.832  -0.41
C: -3.132 2.904 0.126  -0.19
C: -2.019 2.952 -0.685  -0.36
C: -1.077 1.840 -0.746  0.42
O: 0.090 1.954 -1.201  -0.79
C: -1.588 0.613 -0.192  -0.41
H: -3.885 -1.855 2.451  0.18
H: -3.940 -0.172 3.048  0.17
H: -4.942 -0.669 1.632  0.18
H: -4.362 1.725 1.488  0.20
H: -3.760 3.791 0.224  0.20
H: -1.765 3.845 -1.249  0.20
H: -1.031 -0.308 -0.329  0.17



Question: Look up the F_max of the second one.
Answer: 0.13504 hartree/bohr